C39H41IrN2O8P4 | the ωB97M-V functional and the def2-TZVPD basis

Results
energy relative to the best compared isomer or geometry (same formula, charge and spin) = 123.8 kJ/mol
LUMO energy (alpha / beta) = -2.7 / -3.1 eV
Kohn-Sham gap (alpha / beta) = 6.67 / 6.35 eV
max |F| = 3.005 eV/Å
HOMO (alpha / beta) = -0.3461 / -0.3460 Ha

Structure (ORCA input):
```
! RIJCOSX wB97M-V def2-TZVPD def2/J DEFGRID3
* xyz 1 2
Ir -0.15 -0.56 1.24
C -4.06 -1.76 3.70
C -2.60 -2.00 4.04
O -2.43 -2.36 5.41
P -1.85 -3.25 2.94
O -2.73 -4.57 2.96
O -0.53 -3.72 3.69
O -1.67 -2.71 1.58
P -1.54 -0.51 3.69
O -1.65 0.40 4.99
O -0.11 -1.06 3.52
O -1.99 0.27 2.48
H -4.58 -2.70 3.52
H -4.14 -1.13 2.82
H -4.54 -1.25 4.54
H -1.68 -2.96 5.50
H -2.53 -5.19 3.67
H 0.11 -2.98 3.68
H -1.44 -0.07 5.81
C 0.22 1.03 -1.84
N 0.77 -0.07 -2.56
C 0.62 -1.38 -2.02
P -0.61 -1.59 -0.69
C -2.20 -1.07 -1.39
C -3.24 -0.74 -0.51
C -4.47 -0.34 -1.01
C -4.66 -0.24 -2.38
C -3.63 -0.54 -3.25
C -2.40 -0.97 -2.76
C -0.63 -3.40 -0.72
C 0.50 -4.08 -0.27
C 0.49 -5.46 -0.19
C -0.64 -6.18 -0.56
C -1.77 -5.50 -0.99
C -1.77 -4.11 -1.07
C 1.52 0.09 -3.73
C 2.48 -0.85 -4.10
C 3.16 -0.73 -5.31
C 2.90 0.32 -6.17
C 1.95 1.27 -5.81
C 1.26 1.16 -4.60
P 0.85 1.20 -0.01
C 2.59 0.88 -0.45
C 3.25 -0.14 0.24
C 4.60 -0.39 0.00
C 5.29 0.38 -0.92
C 4.62 1.37 -1.64
C 3.27 1.60 -1.41
C 0.33 2.93 -0.08
C 1.19 4.01 -0.25
C 0.68 5.30 -0.27
C -0.68 5.52 -0.10
C -1.54 4.45 0.10
C -1.04 3.15 0.11
H -0.85 0.92 -1.63
H 0.44 1.98 -2.31
H 1.56 -1.72 -1.55
H 0.39 -2.10 -2.81
H -3.06 -0.81 0.56
H -5.27 -0.09 -0.32
H -5.62 0.08 -2.77
H -3.77 -0.45 -4.32
H -1.60 -1.21 -3.46
H 1.37 -3.53 0.05
H 1.37 -5.99 0.17
H -0.64 -7.26 -0.50
H -2.66 -6.05 -1.27
H -2.67 -3.59 -1.38
H 2.73 -1.67 -3.44
H 3.89 -1.48 -5.58
H 3.42 0.40 -7.11
H 1.71 2.09 -6.48
H 0.49 1.88 -4.37
H 2.70 -0.73 0.96
H 5.11 -1.17 0.54
H 6.35 0.22 -1.07
H 5.16 1.95 -2.37
H 2.76 2.35 -2.01
H 2.25 3.85 -0.37
H 1.34 6.14 -0.42
H -1.08 6.53 -0.13
H -2.60 4.62 0.25
H -1.70 2.31 0.27
O 1.36 1.41 1.93
N 1.35 2.47 2.75
C 0.19 2.87 3.26
C 0.10 4.09 3.90
C 1.21 4.91 3.98
C 2.40 4.47 3.41
C 2.44 3.24 2.78
H -0.63 2.17 3.16
H -0.85 4.39 4.32
H 1.16 5.87 4.47
H 3.29 5.07 3.45
H 3.32 2.83 2.32
*
```